1.
6
Properties=species:S:1:pos:R:3:forces:R:3 method="wB97M-V/def2-TZVPD" mol_weight_da=302.7 lumo_ev=-1.98 smiles="O=P(Br)(Br)OBr" homo_ev=-11.1 e_above_lowest_kcal_mol=0.2
O 0.7069 0.8669 1.7110 -0.57 -0.49 -0.36
P 0.3465 0.2733 0.4261 -0.70 0.11 -0.72
Br 1.6101 -1.4667 -0.0641 -0.38 0.59 -0.13
Br 0.4327 1.8389 -1.1657 0.16 -0.86 0.36
O -1.2009 -0.2655 0.2669 0.66 -0.16 -0.10
Br -1.8952 -1.2469 -1.1742 0.84 0.81 0.95

2.
17
Properties=species:S:1:pos:R:3:forces:R:3 method="wB97M-V/def2-TZVPD" mol_weight_da=100.1 lumo_ev="-7.06 / -7.07" total_charge=+1 homo_ev="-14.2 / -14.2" e_above_lowest_kcal_mol=186.3
C -1.3096 1.1396 -0.1495 0.42 0.01 1.23
C -1.3054 -1.1465 -0.1115 -0.69 -1.93 1.33
C 0.8353 0.1994 0.4321 -0.85 -1.27 0.79
C 2.2830 0.2065 0.1746 -3.61 0.55 -2.28
N -2.0392 -0.0006 0.3238 -0.12 0.18 2.46
N -0.0075 0.7207 -0.5873 1.57 -0.07 -0.85
N 0.0474 -0.6766 -0.4689 1.59 -0.53 -0.56
H -1.6980 1.4161 -1.0616 -1.56 1.93 -1.48
H -1.0474 1.8394 0.6530 -1.13 0.61 -0.57
H -1.3056 -1.9393 0.7149 0.30 0.95 -1.37
H -1.7216 -1.5774 -1.0212 0.11 -0.06 -0.10
H 0.4396 0.2281 1.4746 0.51 -0.30 -0.68
H 2.2272 -0.4515 -0.9305 0.64 -0.20 0.77
H 2.7130 -0.0926 1.0541 2.41 -1.16 1.34
H 2.4351 1.1673 -0.2376 1.35 0.95 -0.36
H -2.1680 0.0502 1.3669 0.22 -0.37 -1.59
H 1.6216 -1.0828 -1.6258 -1.15 0.72 1.91

3.
65
Properties=species:S:1:pos:R:3:forces:R:3 method="wB97M-V/def2-TZVPD" mol_weight_da=783.0 lumo_ev=-2.84 total_charge=+1 homo_ev=-11.1 e_above_lowest_kcal_mol=6.6
Ir -1.4106 -1.1809 0.9870 -1.92 1.89 0.17
C -4.1789 -0.8135 3.2718 -0.03 0.05 0.02
C -2.7764 -0.8778 3.7619 0.13 0.06 -0.11
N -1.6752 -0.9538 3.0374 -0.35 -0.60 0.30
C -0.5347 -0.9914 3.8189 0.05 0.04 -0.08
C -0.7623 -0.9338 5.1492 0.00 -0.03 0.02
S -2.4408 -0.8409 5.4355 -0.05 0.05 0.06
C 0.7137 -1.0430 3.0812 -0.09 0.05 0.03
C 1.9724 -1.1902 3.5481 0.00 0.01 0.00
S 3.0688 -1.1102 2.2468 0.06 0.08 0.00
C 1.7917 -0.8937 1.1364 -0.10 0.17 -0.04
N 0.6040 -0.8865 1.7059 0.18 -0.72 -0.21
C 2.0992 -0.6934 -0.2983 0.01 -0.02 -0.07
H -4.2074 -0.8598 2.1883 -0.02 -0.02 0.00
H -4.6451 0.1125 3.6110 0.01 0.00 0.02
H -4.7579 -1.6439 3.6774 0.01 -0.01 0.00
H -0.0485 -0.9464 5.9553 0.02 0.02 -0.02
H 2.2975 -1.3462 4.5627 -0.02 0.02 0.01
H 3.0124 -0.1092 -0.4096 -0.02 0.02 0.02
H 1.2783 -0.1774 -0.7868 -0.04 0.00 -0.04
H 2.2278 -1.6556 -0.7885 -0.03 -0.03 -0.05
C 3.5066 0.6787 -5.4452 -0.02 -0.02 -0.02
C 2.3987 0.0162 -4.6747 0.01 -0.02 0.00
C 1.3217 0.7499 -4.1900 -0.01 0.00 -0.01
C 0.3379 0.1476 -3.4163 -0.02 0.00 -0.08
C 0.4231 -1.2053 -3.1331 -0.11 0.42 0.12
C 1.4624 -1.9682 -3.6508 -0.05 -0.05 -0.02
C 2.4393 -1.3546 -4.4133 -0.01 0.03 -0.03
S -0.7087 -1.9743 -2.0074 0.60 -0.90 -0.05
O -1.6377 -2.7619 -2.7726 -0.22 0.25 0.03
O 0.1561 -2.7063 -1.0954 -0.18 0.18 -0.08
N -1.4222 -0.7782 -1.1708 0.73 -1.01 0.88
C -2.7812 -0.4642 -1.6188 -0.20 -0.15 0.40
C -3.8134 -1.0668 -0.6865 0.05 0.06 -0.11
O -4.9779 -1.1807 -0.9620 0.02 0.05 0.00
O -3.3365 -1.3949 0.5024 -0.23 -0.13 0.43
H 3.1979 1.6496 -5.8295 0.00 0.00 -0.01
H 3.8266 0.0616 -6.2842 0.00 0.01 -0.01
H 4.3773 0.8337 -4.8045 0.00 0.00 -0.01
H 1.2484 1.8058 -4.4232 0.01 0.01 0.01
H -0.4956 0.7266 -3.0369 0.05 0.02 0.05
H 1.5021 -3.0311 -3.4504 0.04 0.02 0.04
H 3.2526 -1.9473 -4.8147 0.00 0.00 0.01
H -2.9857 -0.8319 -2.6219 0.04 0.17 -0.05
H -2.9650 0.6129 -1.5538 0.16 0.07 -0.31
C -2.0413 3.4730 0.6254 -0.09 0.00 0.01
S -1.2117 1.9828 0.1000 -0.06 -0.07 0.06
O -1.8085 0.9541 1.0793 0.52 -0.04 -0.29
C 0.4202 2.3513 0.6998 0.03 -0.04 0.02
C 0.6892 2.2986 2.0622 -0.02 0.00 -0.01
C 1.9728 2.5696 2.5006 0.02 -0.02 0.00
C 2.9695 2.8901 1.5818 0.00 -0.01 0.01
C 2.6877 2.9388 0.2254 -0.01 0.04 0.00
C 1.4030 2.6608 -0.2258 -0.02 0.02 -0.02
H -1.8115 3.6686 1.6706 -0.01 -0.02 0.00
H -3.1090 3.3085 0.4890 0.01 0.00 -0.04
H -1.7027 4.2908 -0.0093 0.02 0.00 0.01
H -0.0978 2.0321 2.7580 0.00 0.00 0.01
H 2.2008 2.5365 3.5580 0.00 0.00 0.00
H 3.9712 3.1047 1.9301 0.00 0.00 0.00
H 3.4646 3.1915 -0.4837 0.00 -0.01 0.00
H 1.1716 2.6804 -1.2846 0.01 -0.04 -0.01
N -1.7176 -4.2232 1.1518 -0.21 0.01 0.41
C -1.5926 -3.0799 1.1930 1.40 0.14 -1.39
H -1.8127 -5.2112 1.0400 -0.07 0.01 0.02

4.
26
Properties=species:S:1:pos:R:3:forces:R:3 method="wB97M-V/def2-TZVPD" mol_weight_da=521.3 spin_multiplicity=3 lumo_ev="-13.26 / -14.17" total_charge=+3 s_squared=2.021 homo_ev="-20.7 / -20.5"
C -0.4197 -3.3160 0.5180 -0.82 -1.57 -0.50
C 0.8072 -2.7431 1.0251 -0.55 2.77 -3.97
H -0.0301 -4.2837 0.2025 -0.33 -0.73 -0.35
H -0.9176 -2.8711 -0.3799 1.12 0.10 0.61
H -1.1984 -3.5212 1.2237 -0.15 -0.15 0.82
O 1.5279 -2.0836 0.2613 -0.09 -1.23 1.21
I 1.4240 -2.0132 2.7582 1.09 0.08 2.52
W -0.6090 1.5594 -0.4812 -3.54 -0.56 1.29
P 0.0849 1.2999 -2.7250 0.78 0.49 -1.24
C 1.7038 1.7180 -3.4542 -0.45 -0.43 0.89
C -0.4384 -0.2720 -3.3725 -0.19 0.47 -0.13
H -1.8479 2.8588 -2.4994 0.14 0.10 -0.82
H -1.2259 2.5169 -4.2151 -0.49 0.21 0.45
H -0.3352 3.6557 -3.1634 -0.34 -0.41 0.07
C -0.9573 2.7386 -3.1630 0.20 0.15 0.51
H -1.4644 -0.4788 -3.1238 -0.42 -0.08 -0.02
H -0.2980 -0.2314 -4.4426 0.02 -0.18 -0.49
H 1.5143 1.9191 -4.5072 0.00 0.10 -0.13
H 2.3254 0.8325 -3.3614 0.36 0.02 -0.05
H 0.2004 -1.0221 -2.9461 0.42 -0.49 0.14
H 2.1497 2.5819 -2.9534 0.02 -0.11 -0.17
C 1.2268 0.9779 -0.3907 8.84 -2.84 0.26
O 2.3780 0.5971 -0.3722 -6.97 2.22 -0.10
Cl -2.7004 0.5645 -0.7943 1.01 0.80 -0.62
O -1.8575 -0.7726 1.6976 4.34 2.12 -2.43
C -1.0428 -0.2117 1.0834 -3.98 -0.84 2.27

5.
54
Properties=species:S:1:pos:R:3:forces:R:3 method="wB97M-V/def2-TZVPD" mol_weight_da=515.6 spin_multiplicity=3 lumo_ev="-6.73 / -6.00" total_charge=+2 s_squared=2.293 homo_ev="-13.6 / -13.6" e_above_lowest_kcal_mol=5.9
V 0.0473 -0.0203 -0.1781 1.37 0.08 -0.90
C -1.9086 -1.8943 1.8640 0.14 0.08 -0.13
C -1.5877 -0.6827 2.7213 0.16 0.15 -0.05
S 0.0053 0.0692 2.2020 -0.06 -0.05 0.88
C -0.3288 1.8328 2.4945 0.10 -0.21 -0.11
C -1.4182 2.4306 1.6072 0.08 -0.05 -0.16
S -1.4714 1.7093 -0.0823 -1.10 0.98 0.26
C -3.0462 0.7401 -0.0386 0.02 0.10 -0.11
C -2.9444 -0.6980 -0.5300 0.10 -0.08 0.02
S -1.5379 -1.6852 0.0912 -1.16 -0.78 0.20
H -1.3011 -2.7511 2.1556 -0.04 -0.02 0.03
H -2.9567 -2.1789 1.9475 0.01 -0.06 0.05
H -2.3609 0.0810 2.6743 -0.03 -0.06 -0.02
H -1.4644 -0.9837 3.7606 -0.08 0.02 0.02
H -0.5781 1.9505 3.5484 0.04 0.07 0.01
H 0.6341 2.3130 2.3194 -0.01 0.04 0.03
H -2.4120 2.3167 2.0334 -0.02 0.01 0.01
H -1.2405 3.4959 1.4705 -0.04 0.02 0.06
H -3.4200 0.7837 0.9804 0.02 0.03 0.01
H -3.7437 1.2822 -0.6757 -0.06 -0.03 0.04
H -3.8553 -1.2398 -0.2729 -0.03 0.03 -0.02
H -2.8242 -0.7373 -1.6109 0.00 -0.01 -0.01
C -0.4632 -2.3135 -5.2983 -0.03 -0.21 -0.01
N -0.1531 -0.8953 -5.3651 0.02 0.13 0.18
C 0.0746 -0.0540 -4.3469 0.05 0.22 -0.07
Se 0.0813 -0.5768 -2.5607 -0.06 -0.71 -0.47
N 0.3383 1.1604 -4.8500 -0.03 0.07 0.02
C 0.2783 1.1229 -6.2380 -0.07 -0.29 -0.21
C 0.4663 2.0890 -7.2155 0.02 0.11 -0.01
C 0.3302 1.6759 -8.5269 0.01 0.05 0.04
C 0.0190 0.3500 -8.8552 -0.01 -0.06 0.03
C -0.1693 -0.6114 -7.8814 -0.03 -0.09 -0.03
C -0.0344 -0.1953 -6.5640 0.09 0.30 -0.05
H -0.5161 -2.6261 -4.2617 0.00 0.02 0.03
H 0.3153 -2.8828 -5.8043 0.01 0.05 0.00
H -1.4193 -2.5017 -5.7843 0.00 0.05 0.00
H 0.5484 1.9745 -4.2981 0.01 -0.03 0.12
H 0.7085 3.1146 -6.9719 0.00 -0.01 0.01
H 0.4684 2.3939 -9.3232 0.00 0.01 0.01
H -0.0733 0.0749 -9.8965 -0.01 -0.01 0.01
H -0.4088 -1.6352 -8.1342 0.01 0.01 -0.02
C 3.2528 0.1949 1.9116 -0.03 -0.01 -0.34
Si 2.5174 -0.0253 0.1917 0.74 0.10 0.42
C 2.9592 1.4374 -0.9344 0.02 -0.31 0.09
C 2.9723 -1.7369 -0.4744 -0.06 0.29 0.00
H 4.3427 0.1714 1.8208 0.00 0.02 0.01
H 2.9636 -0.6135 2.5832 -0.01 0.00 -0.01
H 2.9878 1.1452 2.3782 0.00 0.01 0.00
H 4.0343 1.6191 -0.8415 0.00 0.04 0.03
H 2.4501 2.3611 -0.6516 0.00 0.01 0.02
H 2.7461 1.2232 -1.9814 -0.02 -0.01 0.01
H 4.0531 -1.8640 -0.3589 -0.01 0.00 0.05
H 2.7269 -1.8597 -1.5275 -0.02 0.01 -0.01
H 2.4903 -2.5370 0.0910 0.01 -0.01 0.02

6.
18
Properties=species:S:1:pos:R:3:forces:R:3 method="wB97M-V/def2-TZVPD" mol_weight_da=134.2 lumo_ev=0.80 smiles="N[C@@H](CS)CNC=O" homo_ev=-9.1 e_above_lowest_kcal_mol=38.0
N -1.5861 -1.7753 -0.7195 0.34 -0.96 -1.08
C -0.7170 -0.6459 -0.4047 0.05 -0.58 0.84
C -1.2891 0.7197 -0.7495 -0.92 1.59 0.09
S -0.3082 1.6357 -2.0696 -0.77 -0.56 0.50
C -0.2559 -0.7978 1.0632 1.55 2.31 0.48
N 1.1980 -1.0961 1.1608 -1.13 -1.62 0.11
C 2.0695 -0.3532 1.9079 0.90 0.28 -1.21
O 1.7726 0.6271 2.5390 0.31 0.13 0.22
H -1.4178 -2.0785 -1.6685 0.00 -0.08 -0.04
H -2.5950 -1.7638 -0.6264 0.18 0.78 0.49
H 0.1603 -0.7389 -1.0503 0.00 -0.35 0.29
H -2.3161 0.5257 -1.0519 0.06 0.27 -0.73
H -1.4613 1.4777 0.0543 0.74 -0.93 -0.16
H -1.3235 1.8022 -2.9296 0.09 -0.01 0.01
H -0.8890 -1.4125 1.6855 -0.03 -0.60 -0.19
H -0.2606 0.1882 1.5449 -0.42 -0.05 -0.09
H 1.4083 -2.0868 1.2141 0.24 0.12 -0.57
H 3.1503 -0.6654 1.6278 -1.19 0.23 1.03

7.
22
Properties=species:S:1:pos:R:3:forces:R:3 method="wB97M-V/def2-TZVPD" mol_weight_da=114.2 lumo_ev=0.88 homo_ev=-6.5 e_above_lowest_kcal_mol=114.1
C -1.6450 0.7924 0.8112 0.68 -0.44 -0.24
C -0.9316 -0.4324 -1.1526 0.43 0.41 0.59
N -0.4947 0.2866 0.0527 -1.33 -2.53 1.57
C 0.7523 2.0415 -1.3859 0.88 -0.23 0.06
N 0.8481 1.5133 -0.2085 3.45 -0.24 -0.26
H -2.2204 1.4519 0.1703 -0.09 0.13 -0.12
H -2.2770 -0.0300 1.1520 -0.22 -0.03 0.07
H -0.0612 -0.7929 -1.6950 0.05 -0.03 -0.05
H -1.4670 0.2676 -1.7917 -0.09 0.00 -0.03
H -1.5619 -1.2857 -0.8859 -0.13 0.08 -0.14
H -1.2784 1.3516 1.6651 0.04 0.09 0.08
H 0.6654 1.4753 -2.3158 0.53 -0.03 -0.08
H 0.9710 3.1010 -1.4407 -0.85 0.30 -0.03
C 0.3337 -1.9729 0.9678 0.04 0.22 0.12
C 0.5479 -0.4692 0.8707 -1.18 0.12 -0.36
C 1.7844 0.0292 0.1778 -2.49 2.00 -0.81
H 0.4896 -0.0207 1.8647 0.02 -0.05 -0.06
H 1.0509 -2.3796 1.6796 0.00 -0.10 0.03
H -0.6720 -2.2156 1.3252 0.09 0.00 -0.02
H 0.5004 -2.4668 0.0124 -0.03 -0.03 -0.06
H 2.6022 0.2952 0.8388 0.12 0.16 -0.30
H 2.0634 -0.5401 -0.7121 0.10 0.21 0.04

8.
15
Properties=species:S:1:pos:R:3:forces:R:3 method="wB97M-V/def2-TZVPD" mol_weight_da=94.1 spin_multiplicity=3 lumo_ev="-4.60 / -8.40" total_charge=+1 s_squared=2.033 homo_ev="-12.6 / -14.8" e_above_lowest_kcal_mol=107.0
C 1.1577 1.0035 -0.3530 -0.83 2.47 -1.57
C -0.1304 0.7308 -0.0408 4.70 -1.15 1.38
C 2.2353 0.2167 0.2732 -2.18 -1.47 -1.62
C 0.8212 0.0625 0.8585 -1.95 0.17 1.98
C -2.2906 -0.4047 0.3059 4.25 -1.01 1.10
C -1.5292 0.8158 -0.2250 -2.75 2.10 -0.65
N 2.4168 -1.0124 -0.3253 0.26 -0.64 -0.73
H 3.1161 0.5826 0.7316 0.22 0.93 0.91
H -3.2541 -0.3151 0.0716 -3.74 -0.19 -1.62
H -2.2986 -0.7181 1.3720 0.57 1.31 -0.19
H -1.6849 -1.1759 -0.1180 -0.86 -1.47 -0.79
H -1.9383 1.6220 0.4303 0.72 0.24 -0.76
H -1.7633 1.0998 -1.3571 0.34 -0.77 2.49
H 1.7987 -1.2331 -1.0947 -0.05 -0.09 0.18
H 3.3435 -1.2746 -0.5292 1.29 -0.44 -0.10